Entry 1:
# C4H33NO13

13 unconnected molecules or ions with the total composition C4H33NO13 at a distorted geometry (ωB97M-V/def2-TZVPD, OMol25).

Geometry (Å):
C (0.50, -1.35, -1.30)
C (0.39, -0.12, -0.47)
N (-1.01, 0.14, -0.07)
C (-1.34, 0.66, 1.21)
C (-2.79, 1.29, 0.90)
O (-2.89, 2.42, 0.57)
H (0.10, -2.25, -0.80)
H (1.56, -1.68, -1.45)
H (0.08, -1.37, -2.29)
H (0.71, 0.78, -0.95)
H (0.96, -0.25, 0.47)
H (-1.50, -0.79, -0.08)
H (-1.45, -0.02, 2.14)
H (-0.71, 1.53, 1.50)
H (-3.53, 0.50, 1.02)
H (-1.34, -3.09, -2.07)
H (-0.65, -4.55, -2.06)
O (-1.42, -4.01, -1.84)
H (0.40, -1.88, 2.65)
H (1.05, -0.74, 3.47)
O (1.24, -1.60, 3.07)
H (2.91, 0.51, 0.45)
H (3.40, 1.66, -0.48)
O (3.07, 1.49, 0.41)
H (-1.61, -3.13, 1.38)
H (-0.83, -3.42, 2.63)
O (-1.03, -2.70, 2.02)
H (-2.86, -3.28, -0.17)
H (-2.83, -1.84, -0.66)
O (-3.03, -2.38, 0.17)
H (-0.38, 1.83, -2.46)
H (0.19, 3.08, -3.05)
O (-0.02, 2.17, -3.28)
H (1.44, 1.11, -3.15)
H (2.85, 1.61, -3.36)
O (2.36, 0.99, -2.80)
H (1.78, 2.76, 0.80)
H (1.39, 3.82, 1.82)
O (1.02, 3.05, 1.36)
H (1.94, 1.84, 4.08)
H (0.99, 2.29, 2.96)
O (1.01, 1.85, 3.82)
H (0.05, 2.91, -0.16)
H (-1.41, 3.00, -0.63)
O (-0.51, 3.26, -0.90)
H (-1.90, -0.31, -2.71)
H (-3.11, -1.11, -3.18)
O (-2.34, -1.16, -2.60)
H (2.41, -1.15, 1.86)
H (3.81, -1.18, 1.24)
O (2.87, -1.18, 0.98)

Values from the calculation:
* LUMO energy (alpha / beta): -3.7 / -7.8 eV
* net charge: +1
* multiplicity: 2
* energy above the lowest of the compared OMol25 structures with the same formula, charge and spin: 0.000 eV
* orbital gap (alpha / beta): 10.222 / 6.072 eV



Entry 2:
# C4H33NO14S

13 unconnected molecules or ions with the total composition C4H33NO14S at a distorted geometry (ωB97M-V/def2-TZVPD, OMol25).

Geometry (Å):
C (0.72, -1.42, 0.79)
C (0.21, -0.02, 1.12)
C (1.32, 0.62, 2.00)
S (1.34, 2.45, 2.02)
N (0.03, 0.83, -0.07)
C (-0.03, 0.52, -1.36)
O (-0.17, 1.65, -2.10)
O (-0.07, -0.59, -1.88)
H (1.45, -1.37, -0.01)
H (1.29, -1.86, 1.60)
H (-0.03, -2.11, 0.43)
H (-0.74, -0.04, 1.65)
H (2.30, 0.23, 1.76)
H (1.19, 0.25, 3.02)
H (0.62, 2.62, 3.14)
H (-0.19, 1.78, 0.20)
H (0.10, 1.53, -3.01)
H (3.25, -3.19, -0.02)
H (4.00, -2.96, 1.28)
O (3.21, -3.37, 0.94)
H (-2.69, 2.61, 0.35)
H (-2.25, 3.34, 1.66)
O (-2.01, 2.62, 1.07)
H (1.96, 4.61, -0.86)
H (2.11, 3.08, -0.73)
O (2.60, 3.89, -0.89)
H (-1.23, -1.92, -1.19)
H (-2.35, -2.91, -1.53)
O (-2.19, -2.06, -1.11)
H (-1.43, -1.99, 2.83)
H (-0.83, -3.00, 3.76)
O (-0.79, -2.06, 3.59)
H (2.35, 0.42, -0.34)
H (3.59, 1.44, -0.18)
O (3.26, 0.62, -0.55)
H (1.67, -0.86, -3.57)
H (2.84, 0.03, -4.09)
O (2.31, -0.75, -4.28)
H (3.65, -1.33, -1.32)
H (3.45, -2.08, -2.64)
O (3.25, -2.12, -1.69)
H (-3.19, 0.50, 3.36)
H (-2.65, 1.13, 2.11)
O (-3.23, 0.42, 2.41)
H (-3.68, -0.65, -2.14)
H (-2.37, -0.06, -2.32)
O (-3.29, 0.13, -2.55)
H (-3.39, 1.59, -1.59)
H (-3.55, 3.08, -1.87)
O (-3.46, 2.46, -1.13)
H (-3.07, -1.28, 1.65)
H (-2.50, -2.29, 0.68)
O (-2.70, -2.18, 1.63)

Values from the calculation:
* LUMO energy: 0.1 eV
* multiplicity: 1
* energy above the lowest of the compared OMol25 structures with the same formula, charge and spin: 0.000 eV
* orbital gap: 9.737 eV



Entry 3:
# C4H34N2O13S

13 unconnected molecules or ions with the total composition C4H34N2O13S at a distorted geometry (ωB97M-V/def2-TZVPD, OMol25).

Geometry (Å):
O (-2.27, -0.43, 3.84)
C (-1.44, 0.03, 3.11)
C (-0.75, -0.70, 2.00)
C (-1.75, -1.67, 1.37)
S (-1.19, -3.41, 1.43)
N (-0.31, 0.29, 0.99)
C (0.74, 1.18, 1.48)
N (1.10, 2.23, 0.56)
H (-1.04, 1.09, 3.16)
H (0.22, -1.25, 2.29)
H (-1.97, -1.41, 0.33)
H (-2.72, -1.62, 1.84)
H (-1.29, -3.71, 2.76)
H (-1.16, 0.82, 0.65)
H (0.62, 1.66, 2.50)
H (1.56, 0.54, 1.81)
H (0.31, 2.85, 0.62)
H (1.62, 2.00, -0.29)
H (2.41, -2.77, 3.16)
H (1.45, -2.31, 4.23)
O (1.73, -3.10, 3.75)
H (-1.98, 2.19, -2.52)
H (-1.60, 2.98, -3.72)
O (-1.92, 3.12, -2.82)
H (-3.05, -1.70, -1.83)
H (-3.57, -0.56, -0.85)
O (-2.80, -1.02, -1.19)
H (0.72, -3.87, -0.90)
H (1.79, -2.99, -0.20)
O (1.56, -3.42, -1.03)
H (4.16, 0.58, -0.75)
H (4.35, -0.96, -0.73)
O (4.31, -0.18, -0.17)
H (1.28, -1.65, -2.25)
H (0.36, -1.29, -0.89)
O (0.61, -1.10, -1.80)
H (-2.28, 0.14, -2.67)
H (-0.72, -0.18, -2.51)
O (-1.39, 0.39, -2.94)
H (-2.55, 4.06, -0.64)
H (-1.41, 2.93, -0.59)
O (-2.06, 3.45, -0.09)
H (1.46, -0.24, -4.53)
H (1.02, -0.05, -3.04)
O (1.75, 0.16, -3.70)
H (3.11, -0.51, 1.71)
H (3.76, -1.11, 2.97)
O (2.91, -0.85, 2.58)
H (-4.48, 1.38, 0.63)
H (-3.25, 2.16, 0.15)
O (-3.68, 1.27, 0.11)
H (2.56, 1.48, -2.87)
H (2.30, 2.91, -2.29)
O (2.91, 2.16, -2.27)

Values from the calculation:
* LUMO energy: 0.1 eV
* multiplicity: 1
* energy above the lowest of the compared OMol25 structures with the same formula, charge and spin: 3.831 eV
* orbital gap: 8.753 eV



Entry 4:
# C4H34NO15P2S

11 unconnected molecules or ions with the total composition C4H34NO15P2S at a distorted geometry (ωB97M-V/def2-TZVPD, OMol25).

Geometry (Å):
C (3.83, 1.27, 1.18)
C (2.43, 1.54, 0.60)
C (1.35, 0.87, 1.46)
N (0.11, 1.72, 1.56)
P (-1.14, 1.44, 0.56)
P (-2.84, 2.74, 1.07)
O (-3.79, 2.82, -0.04)
O (-3.33, 2.00, 2.39)
O (-2.09, 4.06, 1.50)
S (-1.80, -0.68, 0.59)
C (-3.55, -0.77, 0.57)
O (-1.27, -1.20, -0.64)
O (-1.28, -1.11, 1.85)
H (4.13, 2.08, 1.84)
H (3.84, 0.35, 1.78)
H (4.59, 1.16, 0.41)
H (2.36, 1.19, -0.43)
H (2.22, 2.61, 0.59)
H (1.09, -0.12, 1.08)
H (1.70, 0.76, 2.48)
H (-0.20, 1.84, 2.52)
H (-0.79, 1.76, -0.76)
H (-4.10, 2.39, 2.84)
H (-2.53, 4.65, 2.14)
H (-3.79, -1.48, -0.24)
H (-4.04, 0.18, 0.35)
H (-3.87, -1.16, 1.53)
O (3.02, 0.06, -2.66)
H (3.23, 0.04, -3.60)
H (2.07, -0.10, -2.63)
O (4.69, -2.41, -3.15)
H (4.19, -1.75, -2.65)
H (4.09, -3.15, -3.26)
O (-3.28, 5.39, -2.17)
H (-3.86, 4.96, -2.80)
H (-3.52, 5.00, -1.32)
O (6.93, -4.29, -2.35)
H (6.61, -4.69, -3.16)
H (6.73, -3.35, -2.47)
O (-5.52, 5.73, 0.14)
H (-6.34, 5.73, -0.38)
H (-5.34, 4.80, 0.28)
O (6.29, 0.43, -0.89)
H (6.52, 0.47, -1.82)
H (6.48, -0.48, -0.63)
O (-3.67, -3.71, 2.45)
H (-3.10, -4.38, 2.05)
H (-3.05, -3.03, 2.75)
O (6.70, -3.72, 0.61)
H (6.93, -3.80, -0.32)
H (5.79, -4.02, 0.65)
O (-5.83, -3.90, 0.58)
H (-5.09, -4.12, 1.15)
H (-6.24, -4.73, 0.31)
O (-4.16, -2.56, -1.23)
H (-4.00, -3.08, -2.02)
H (-4.87, -3.01, -0.75)

Values from the calculation:
* LUMO energy: -3.5 eV
* net charge: +1
* multiplicity: 1
* orbital gap: 9.128 eV